{"formula": "C19H34NOS", "method": "the ωB97M-V functional and the def2-TZVPD basis", "total_charge": 1, "multiplicity": 1, "homo_energy_ev": -11.590, "lumo_energy_ev": -3.007, "largest_force_ha_per_bohr": 0.0546, "homo_lumo_gap_ev": 8.6, "e_tot_ha": -1272.1720, "elements": ["C", "C", "N", "S", "C", "C", "C", "C", "C", "C", "C", "C", "O", "C", "C", "C", "C", "C", "C", "C", "C", "C", "H", "H", "H", "H", "H", "H", "H", "H", "H", "H", "H", "H", "H", "H", "H", "H", "H", "H", "H", "H", "H", "H", "H", "H", "H", "H", "H", "H", "H", "H", "H", "H", "H", "H"], "xyz": [[2.9257, 2.2981, 2.8571], [2.9445, 1.1815, 1.7214], [1.8460, 1.3867, 0.6895], [1.8635, 3.1482, 0.3616], [2.1506, 0.7187, -0.6351], [2.8438, -0.7006, -0.5072], [2.7326, -1.4062, -1.9212], [1.8874, -2.7378, -1.9387], [0.6666, -2.7655, -0.9456], [-0.2088, -4.0518, -1.3063], [-1.3081, -3.7476, -2.4105], [-2.7440, -3.6255, -1.7354], [-2.9960, -2.2252, -1.5207], [-3.0925, -1.9168, -0.1198], [0.4897, 0.8811, 1.1641], [-0.7029, 1.8002, 0.7665], [-1.1755, 1.9943, -0.6200], [-2.2769, 2.9213, -0.8345], [-2.9305, 3.6399, 0.2633], [-2.4842, 3.4156, 1.6295], [-3.1240, 4.1185, 2.8747], [-1.3732, 2.4986, 1.8695], [3.4040, 1.8031, 3.7521], [3.5838, 3.1678, 2.6105], [1.8927, 2.5881, 3.1720], [3.9010, 1.3402, 1.1477], [2.9345, 0.1521, 2.1487], [1.5667, 3.2357, -0.9776], [1.2476, 0.5783, -1.2815], [2.8698, 1.3817, -1.1846], [3.9432, -0.5233, -0.3223], [2.4832, -1.3095, 0.3572], [2.3291, -0.6557, -2.6503], [3.7772, -1.6492, -2.2605], [1.4522, -2.8284, -2.9795], [2.5456, -3.6376, -1.8148], [1.0875, -2.9807, 0.0790], [0.0613, -1.8233, -0.9182], [0.5208, -4.7725, -1.7817], [-0.6104, -4.5597, -0.3895], [-1.0144, -2.8140, -2.9576], [-1.2918, -4.5972, -3.1465], [-2.8416, -4.2614, -0.8210], [-3.4717, -4.0064, -2.5102], [-3.6081, -2.7165, 0.4697], [-2.0527, -1.7511, 0.2997], [-3.6790, -0.9660, -0.0380], [0.5462, 0.8577, 2.2906], [0.3080, -0.1911, 0.8640], [-0.6572, 1.4588, -1.4442], [-2.6089, 3.0890, -1.8887], [-3.7669, 4.3462, 0.0754], [-2.3079, 4.4144, 3.5801], [-3.8273, 3.4218, 3.4102], [-3.6451, 5.0337, 2.4895], [-1.0054, 2.3495, 2.9184]], "lowdin_charge": [-0.11, -0.22, -0.51, 0.97, -0.21, -0.17, -0.18, -0.20, -0.22, -0.19, -0.16, -0.21, -0.22, -0.11, -0.12, -0.24, -0.05, -0.05, -0.01, -0.23, -0.06, -0.01, 0.10, 0.08, 0.07, 0.13, 0.14, -0.05, 0.11, 0.12, 0.12, 0.10, 0.11, 0.12, 0.12, 0.12, 0.11, 0.10, 0.11, 0.11, 0.11, 0.11, 0.12, 0.12, 0.09, 0.08, 0.09, 0.13, 0.13, 0.10, 0.11, 0.11, 0.08, 0.09, 0.08, 0.12]}

***

{"formula": "C19H34O4", "method": "the ωB97M-V functional and the def2-TZVPD basis", "total_charge": 0, "multiplicity": 1, "homo_energy_ev": -9.831, "e_above_lowest_kcal_mol": 21.9, "lumo_energy_ev": 0.760, "largest_force_ha_per_bohr": 0.0170, "homo_lumo_gap_ev": 10.6, "e_tot_ha": -1045.2905, "elements": ["C", "C", "C", "C", "C", "C", "C", "C", "C", "C", "C", "C", "C", "H", "H", "C", "O", "H", "C", "H", "H", "C", "O", "H", "C", "H", "H", "O", "C", "O", "C", "H", "H", "H", "H", "H", "H", "H", "H", "H", "H", "H", "H", "H", "H", "H", "H", "H", "H", "H", "H", "H", "H", "H", "H", "H", "H"], "xyz": [[6.5125, 6.1313, -4.5238], [5.7541, 5.4934, -5.1943], [4.8214, 4.7105, -5.9782], [3.8131, 3.9835, -5.0818], [2.8276, 3.1621, -5.9094], [1.8714, 2.3298, -5.0546], [0.8995, 3.1812, -4.2388], [-0.2183, 2.3615, -3.5934], [0.2778, 1.4103, -2.5067], [-0.8761, 0.6815, -1.8220], [-0.3891, -0.2724, -0.7342], [-1.5447, -1.0093, -0.0636], [-1.0615, -1.9645, 1.0249], [-0.4658, -1.4103, 1.7561], [-0.4281, -2.7385, 0.5876], [-2.2325, -2.6277, 1.7580], [-3.0345, -1.6729, 2.4152], [-2.4615, -1.1782, 3.0259], [-1.7059, -3.7154, 2.7174], [-1.3931, -4.5683, 2.1141], [-0.8274, -3.3478, 3.2500], [-2.7505, -4.1940, 3.7451], [-4.0280, -4.3379, 3.1876], [-4.2833, -3.4753, 2.8286], [-2.8556, -3.2701, 4.9821], [-3.2843, -2.3072, 4.6896], [-3.5075, -3.7490, 5.7168], [-1.6067, -3.0635, 5.6366], [-0.9354, -1.9396, 5.3936], [-1.2950, -1.0802, 4.6254], [0.3224, -1.8732, 6.2159], [0.1292, -1.2550, 7.0908], [0.6129, -2.8672, 6.5405], [1.1149, -1.4055, 5.6384], [-2.4638, -5.1929, 4.0942], [-2.8988, -3.0957, 1.0229], [-2.2318, -0.2865, 0.3806], [-2.1004, -1.5742, -0.8156], [0.2978, -1.0006, -1.1728], [0.1658, 0.2927, 0.0184], [-1.4398, 0.1181, -2.5695], [-1.5562, 1.4135, -1.3802], [0.8399, 1.9776, -1.7609], [0.9536, 0.6725, -2.9425], [-0.7378, 1.7880, -4.3650], [-0.9441, 3.0485, -3.1509], [0.4470, 3.9253, -4.8996], [1.4419, 3.7162, -3.4574], [1.2945, 1.6773, -5.7150], [2.4560, 1.6943, -4.3871], [3.3911, 2.4867, -6.5593], [2.2484, 3.8303, -6.5521], [4.3522, 3.3259, -4.3957], [3.2764, 4.7219, -4.4842], [4.2913, 5.3753, -6.6670], [5.3819, 3.9827, -6.5732], [7.1831, 6.6950, -3.9472]], "lowdin_charge": [0.11, -0.16, -0.23, -0.22, -0.22, -0.22, -0.22, -0.22, -0.23, -0.23, -0.23, -0.21, -0.16, 0.12, 0.12, -0.39, -0.04, 0.07, -0.08, 0.13, 0.11, -0.34, -0.01, 0.09, -0.10, 0.12, 0.14, 0.01, -0.53, 0.09, 0.03, 0.09, 0.09, 0.09, 0.15, 0.15, 0.12, 0.12, 0.12, 0.12, 0.12, 0.12, 0.12, 0.11, 0.11, 0.11, 0.11, 0.11, 0.11, 0.11, 0.11, 0.11, 0.12, 0.11, 0.12, 0.12, 0.01]}

***

{"formula": "C19H34O4", "method": "the ωB97M-V functional and the def2-TZVPD basis", "total_charge": 0, "multiplicity": 1, "homo_energy_ev": -9.760, "e_above_lowest_kcal_mol": 22.9, "lumo_energy_ev": 0.644, "largest_force_ha_per_bohr": 0.0172, "homo_lumo_gap_ev": 10.4, "e_tot_ha": -1045.2891, "elements": ["C", "C", "C", "C", "C", "C", "C", "C", "C", "C", "C", "C", "C", "H", "H", "C", "O", "H", "C", "H", "H", "C", "O", "H", "C", "H", "H", "O", "C", "O", "C", "H", "H", "H", "H", "H", "H", "H", "H", "H", "H", "H", "H", "H", "H", "H", "H", "H", "H", "H", "H", "H", "H", "H", "H", "H", "H"], "xyz": [[0.7650, 0.8606, 2.7213], [0.9963, 1.8622, 2.1077], [1.3302, 3.0650, 1.3728], [2.5931, 2.8634, 0.5263], [2.3310, 2.0173, -0.7197], [3.6387, 1.5316, -1.3519], [4.1518, 0.2530, -0.6820], [3.5564, -1.0063, -1.3168], [3.6230, -2.2167, -0.3806], [2.4111, -2.2813, 0.5530], [1.2013, -2.9139, -0.1380], [-0.1107, -2.6810, 0.6111], [-0.6761, -1.2823, 0.3717], [-0.8410, -1.1396, -0.7006], [0.0262, -0.5214, 0.7142], [-2.0100, -1.0732, 1.0945], [-3.0004, -1.9609, 0.6252], [-3.0907, -1.8208, -0.3327], [-2.4379, 0.4045, 0.9810], [-1.7883, 0.9870, 1.6359], [-2.2795, 0.7582, -0.0389], [-3.9060, 0.6564, 1.3758], [-4.2977, -0.0857, 2.4984], [-4.1610, -1.0205, 2.2850], [-4.9025, 0.3684, 0.2271], [-4.9260, -0.7052, 0.0185], [-5.8962, 0.6991, 0.5389], [-4.6040, 1.0850, -0.9681], [-3.9595, 0.4547, -1.9476], [-3.5838, -0.6916, -1.8938], [-3.7667, 1.3558, -3.1374], [-4.1065, 2.3602, -2.9075], [-2.7162, 1.3640, -3.4183], [-4.3330, 0.9556, -3.9757], [-4.0152, 1.7089, 1.6620], [-1.8901, -1.3257, 2.1550], [-0.8533, -3.4112, 0.2835], [0.0488, -2.8328, 1.6809], [1.1042, -2.5138, -1.1495], [1.3783, -3.9880, -0.2307], [2.1650, -1.2727, 0.8895], [2.6575, -2.8709, 1.4388], [4.5432, -2.1612, 0.2047], [3.6642, -3.1382, -0.9653], [4.0931, -1.2207, -2.2435], [2.5143, -0.8197, -1.5813], [3.8972, 0.2798, 0.3791], [5.2403, 0.2038, -0.7540], [3.4902, 1.3382, -2.4163], [4.3849, 2.3247, -1.2677], [1.7654, 2.6132, -1.4404], [1.7173, 1.1548, -0.4508], [2.9801, 3.8388, 0.2218], [3.3547, 2.3827, 1.1439], [0.4891, 3.3453, 0.7315], [1.4922, 3.8717, 2.0940], [0.5476, -0.0090, 3.2662]], "lowdin_charge": [0.11, -0.15, -0.21, -0.21, -0.21, -0.21, -0.21, -0.21, -0.21, -0.21, -0.21, -0.19, -0.16, 0.13, 0.08, -0.38, -0.04, 0.07, -0.07, 0.11, 0.11, -0.34, -0.01, 0.09, -0.10, 0.12, 0.14, 0.01, -0.53, 0.09, 0.03, 0.08, 0.09, 0.09, 0.15, 0.15, 0.11, 0.12, 0.11, 0.11, 0.09, 0.11, 0.11, 0.11, 0.11, 0.10, 0.10, 0.11, 0.11, 0.11, 0.11, 0.10, 0.11, 0.11, 0.12, 0.12, 0.03]}